Entry from the OMol25 dataset: a structure of composition C17H13N2O4S4SbTa (ωB97M-V/def2-TZVPD).

Geometry as ORCA input:
```
! wB97M-V def2-TZVPD RIJCOSX def2/J DEFGRID3
* xyz 1 1
Ta -1.04146 -1.24902 -1.76577
N 1.28460 -1.02727 -2.45935
C 1.76578 0.33557 -2.44691
C 3.08472 0.67396 -2.43285
C 3.47205 2.03259 -2.43611
C 2.52567 3.01473 -2.46054
C 1.15022 2.67880 -2.47475
C 0.11929 3.64214 -2.50486
C -1.18232 3.23826 -2.52739
C -1.47026 1.86564 -2.50204
N -0.53333 0.93047 -2.46855
C 0.77720 1.32702 -2.46060
H 1.48422 -1.47516 -3.35100
H 1.76859 -1.57001 -1.74713
H 3.84219 -0.10183 -2.42187
H 4.52383 2.28426 -2.42970
H 2.81005 4.05956 -2.47583
H 0.37644 4.69460 -2.51382
H -1.99783 3.94635 -2.55941
H -2.49629 1.52846 -2.51928
S -3.44508 -3.91181 -4.89637
Sb -3.16517 -3.56925 -2.73218
S -3.13058 -0.94551 -2.61648
S -0.58278 -3.35434 -2.52633
S -3.89280 -4.27879 -0.77197
O -1.62960 -1.78503 0.08885
C -0.73858 -1.07156 0.72469
O 0.03276 -0.40259 -0.05959
C -0.66388 -1.06530 2.15347
C -1.56904 -1.84843 2.86974
C -1.53739 -1.87945 4.25884
C -0.57658 -1.10584 4.86605
O -0.35191 -0.97598 6.18147
C 0.74158 -0.05293 6.33413
O 1.15272 0.32600 5.01515
C 0.32856 -0.32207 4.15165
C 0.31825 -0.27419 2.79481
H -2.29971 -2.43579 2.32970
H -2.22631 -2.47817 4.83727
H 1.56003 -0.54835 6.84785
H 0.39908 0.82162 6.87979
H 1.01304 0.32865 2.22726
*
```

- max |F| (eV Å⁻¹) = 0.92
- HOMO level (Eh) = -0.411
- frontier orbital gap (eV) = 6.99

Atomic partial charges in e from the Löwdin method, atoms 1 to 6: 1.114 -0.030 -0.238 0.015 -0.035 0.001